14
Properties=species:S:1:pos:R:3:forces:R:3:lowdin_charge:R:1 method="wB97M-V/def2-TZVPD" e_lumo_ev=0.023 energy_ev=-8831.815 mol_weight_g_mol=97.12 homo_lumo_gap_ha=0.3600 total_charge=0 e_above_lowest_kj_mol=423.3
H 3.2200 0.3551 -0.1440 -0.045 1.196 -0.408 0.09
C 2.1395 0.3282 -0.0966 -2.072 -1.145 1.965 -0.09
H 1.3873 2.4774 -0.3999 -0.180 -2.318 1.203 0.13
C -0.2431 1.0517 0.1614 1.887 -2.787 -1.273 -0.08
H 0.0825 -2.3697 -0.2148 -0.659 1.591 0.702 0.12
N -0.5715 -0.3272 0.3237 0.442 1.301 -2.037 -0.01
H -2.3804 -0.6400 0.0486 -3.235 2.814 0.082 0.07
H -4.0483 0.5090 0.5953 4.263 -3.325 -3.603 0.20
C 0.3334 -1.2847 0.0136 1.119 -0.547 1.319 -0.17
H 2.5695 -1.6758 -0.5074 -2.191 0.303 1.888 0.14
C 1.7262 -1.0546 0.0448 1.289 2.350 -3.555 -0.09
O -3.3062 -0.0810 -0.2631 -0.985 0.903 3.572 -0.37
H -1.1079 1.7058 -0.2251 1.365 -0.927 1.584 0.13
C 1.1653 1.3889 -0.0090 -0.998 0.591 -1.440 -0.08

---

92
Properties=species:S:1:pos:R:3:forces:R:3:lowdin_spin:R:1 method="wB97M-V/def2-TZVPD" e_lumo_ev="2.044 / 2.038" energy_ev=-106524.423 mol_weight_g_mol=950.66 s2=2.012 homo_lumo_gap_ha="0.2371 / 0.2597" total_charge=-1 spin_multiplicity=3 e_above_lowest_kj_mol=161.1
H 0.8497 5.0385 -0.4485 -0.176 -0.006 -0.081 0.00
C 0.0542 -3.2690 3.8453 0.042 -0.106 0.055 0.00
C 3.5350 3.4853 0.5641 0.058 0.277 -0.044 0.00
H 3.2218 -3.0601 1.7567 0.025 0.049 -0.100 0.00
C -2.8535 0.2858 1.0951 0.346 -0.069 -0.081 0.03
N 1.4235 3.0855 0.0732 -0.497 -0.511 -0.059 0.03
C 2.0948 -4.0191 -3.4006 0.087 -0.067 -0.122 0.00
H -1.1943 -3.3686 -1.4936 -0.027 -0.055 0.043 0.00
P -1.1841 -0.3906 1.4239 -0.720 -0.271 0.898 0.12
C -1.6546 1.2224 4.8529 0.481 -0.048 -0.555 0.00
C 0.6893 -2.5794 -2.0973 -0.011 0.113 0.029 0.00
C -1.3745 -1.7193 2.6679 0.149 0.209 -0.012 0.01
H 1.8972 -1.1442 -4.7615 0.066 -0.190 -0.027 0.00
C 1.8807 -2.8100 -2.7627 -0.017 0.006 -0.006 0.00
C -1.0596 -0.4432 -2.4804 0.205 -0.009 0.166 0.02
H 4.3041 1.8621 -3.4850 0.140 0.233 -0.140 0.00
H 0.2376 2.5412 -3.7902 -0.217 -0.102 -0.026 0.00
H -2.6296 1.4254 4.4187 -0.184 0.099 -0.145 0.00
C -3.1434 0.5344 -4.0709 -0.110 0.025 -0.106 0.01
C 2.5684 -1.2104 0.8064 0.813 -0.368 0.274 0.01
C -0.6521 -1.2741 0.0324 0.312 1.177 0.056 0.75
H -3.9407 -1.5569 1.0679 -0.044 -0.065 0.017 0.00
H 1.0280 -3.7128 3.9870 0.102 -0.085 0.021 0.00
Pd 0.3052 1.0639 0.0083 0.472 0.723 0.373 0.72
H -6.1460 -0.4388 0.8544 -0.008 -0.035 -0.046 0.00
Cl 4.5717 -1.3859 2.6945 0.352 0.045 0.375 0.00
C -2.6596 1.2910 -3.0152 -0.113 0.099 0.010 0.00
C 1.3996 1.0861 4.4910 -0.618 0.339 -0.289 0.00
C -2.5728 -0.6960 -4.3439 -0.095 -0.046 -0.128 0.00
C 2.9571 4.6773 0.1774 0.484 0.529 0.007 0.00
H -1.6489 0.1842 5.1710 0.045 -0.217 0.078 0.00
C 3.6727 -2.1431 1.3796 -0.425 0.134 -0.350 0.00
C -2.9272 1.6694 0.9654 0.160 0.075 0.187 0.01
H -6.2701 2.0094 0.6604 -0.055 0.033 0.010 0.00
H -3.0855 2.2624 -2.8005 -0.041 0.048 0.026 0.00
H 0.3000 4.0118 3.9656 0.123 0.166 0.175 0.00
N -0.3170 0.7360 2.1420 -0.569 -0.209 -0.596 0.05
H -3.3978 -1.5767 3.4030 0.033 0.047 -0.009 0.00
H 2.1633 0.8470 3.7584 0.126 -0.012 -0.232 0.00
C 1.1266 -5.0084 -3.3424 0.029 -0.134 -0.004 0.00
C -2.2412 -3.0163 4.4857 -0.171 -0.153 0.182 0.00
C -0.2750 -3.5715 -2.0277 0.095 -0.060 0.081 0.00
H -2.9286 -1.2892 -5.1776 -0.031 0.000 -0.019 0.00
H 4.3970 0.1152 -3.5103 0.083 -0.239 -0.126 0.00
H 1.2538 0.2023 5.1061 -0.084 -0.193 0.104 0.00
C -4.0095 -0.4789 1.0141 0.181 -0.005 0.001 0.01
O 2.5054 -0.0530 1.2189 0.174 0.497 0.129 0.00
P 0.3643 -0.9492 -1.3667 -0.390 -0.678 -1.257 0.05
H -1.3119 3.8324 3.2943 -0.235 0.001 0.030 0.00
C -4.1489 2.2899 0.7975 -0.179 0.097 -0.022 0.00
H 0.6780 -2.0136 2.2212 0.143 -0.133 0.022 0.01
C -0.0495 -4.7911 -2.6403 -0.054 -0.110 -0.150 0.00
C -5.2364 0.1479 0.8760 -0.205 -0.022 -0.031 0.00
H 4.2185 0.9478 -1.9817 -0.067 0.045 0.224 0.00
O 1.8619 -1.7913 -0.0429 0.112 -0.592 0.351 0.05
C -1.0122 -3.6297 4.6549 -0.005 -0.022 0.134 0.00
C -2.4311 -2.0551 3.5027 0.010 0.088 -0.213 0.00
H 0.5814 -0.0375 -5.0823 -0.213 0.049 -0.008 0.00
N 2.5770 2.5602 0.4790 0.304 0.068 0.206 0.00
H 2.5923 1.5439 0.7103 0.244 0.111 0.003 0.00
H 1.8145 3.0499 -4.3678 0.154 0.079 -0.213 0.00
C -0.2939 3.4546 3.2479 0.117 -0.708 0.149 0.00
H 3.0051 -4.1957 -3.9605 0.065 0.022 0.069 0.00
H 0.0895 3.6635 2.2527 0.125 -0.025 -0.120 0.00
H -0.8015 -5.5658 -2.6016 -0.077 -0.092 0.049 0.00
H 1.3884 3.2526 -2.6741 0.066 0.093 0.189 0.00
H -1.2338 1.4241 -1.4038 -0.392 -0.290 -0.549 0.00
N 1.5049 0.1387 -1.7244 -0.848 -0.042 -0.066 0.05
H -2.0044 2.2448 1.0295 -0.212 -0.047 -0.007 0.00
H -1.1098 -2.1422 -3.7929 0.006 0.008 -0.054 0.00
H -4.2104 3.3661 0.7004 0.040 0.038 -0.002 0.00
Si 2.0025 0.8449 -3.1915 0.391 0.437 -0.291 0.01
H 4.5337 3.2729 0.8867 0.162 -0.150 0.048 0.00
H -1.5393 1.8462 5.7347 0.054 0.162 0.188 0.00
H 1.7665 1.8833 5.1307 0.086 0.170 0.190 0.00
H 2.6307 -2.0304 -2.7610 0.070 -0.013 -0.034 0.00
H 4.3730 -2.3811 0.5778 -0.104 -0.035 0.077 0.00
H -3.0620 -3.2855 5.1384 -0.057 0.002 0.001 0.00
C 1.2915 2.5946 -3.5317 0.280 -0.627 0.282 0.00
C -1.6301 0.8036 -2.2349 0.111 0.336 0.271 0.01
C -5.3080 1.5288 0.7745 -0.076 -0.033 -0.090 0.01
C 1.6278 4.3757 -0.1222 0.158 0.022 0.077 0.00
I 3.9029 6.5361 0.0522 -0.241 -0.442 0.037 0.00
C -1.5410 -1.1803 -3.5563 0.033 -0.045 0.021 0.01
H 1.2986 -5.9547 -3.8373 -0.026 -0.067 -0.032 0.00
C -0.1353 -2.3253 2.8617 0.016 -0.038 -0.013 0.01
H -0.8776 -4.3739 5.4292 -0.023 -0.015 0.030 0.00
C 3.9167 0.9591 -3.0242 -0.706 0.090 -0.226 0.00
C 1.6359 -0.0935 -4.8274 0.039 0.150 0.689 0.00
H -3.9597 0.9021 -4.6776 -0.037 0.047 -0.059 0.00
H 2.2007 0.3387 -5.6489 0.167 0.192 -0.111 0.00
Si -0.2305 1.5724 3.6206 0.223 0.253 0.219 0.01

---

8
Properties=species:S:1:pos:R:3:forces:R:3:lowdin_charge:R:1 method="wB97M-V/def2-TZVPD" e_lumo_ev=0.441 energy_ev=-6231.572 mol_weight_g_mol=60.05 homo_lumo_gap_ha=0.3975 total_charge=0 e_above_lowest_kj_mol=264.0
H -4.6448 -3.5359 -2.2079 0.559 0.208 -0.233 0.08
H -3.1970 -2.7114 -1.2924 -0.045 -0.112 -0.635 0.08
H 3.6005 3.6346 2.6869 0.059 -0.328 -0.387 0.08
C -3.8649 -2.7378 -2.1860 -0.816 3.390 -1.900 -0.10
O 4.8151 2.0065 2.6201 -2.863 1.894 -1.805 -0.05
C 3.8884 2.7000 2.1492 2.293 -1.476 1.836 -0.11
O -3.8865 -1.7901 -3.0161 0.302 -3.487 2.769 -0.06
H 3.2892 2.4341 1.2461 0.510 -0.089 0.356 0.08

---

17
Properties=species:S:1:pos:R:3:forces:R:3:lowdin_charge:R:1 method="wB97M-V/def2-TZVPD" e_lumo_ev="-1.151 / 0.208" energy_ev=-9332.765 mol_weight_g_mol=102.14 homo_lumo_gap_ha="0.2381 / 0.3137" total_charge=0 e_above_lowest_kj_mol=600.4
H 2.3121 -0.6073 -0.9172 -0.071 0.184 -0.055 0.15
H -1.3417 1.6344 -0.3803 -0.007 -0.046 0.009 0.06
N 0.7802 0.5241 -1.5487 0.144 0.071 -0.317 0.10
C 1.4187 0.3983 0.6112 -0.722 -0.726 0.139 -0.11
H -2.8546 0.7914 -0.0435 0.050 -0.050 -0.005 0.07
C -1.1493 -0.5108 -0.2708 0.213 -0.308 0.671 -0.14
H -1.5735 -1.3868 0.2198 -0.072 0.064 0.061 0.08
C 0.4066 -0.9316 0.9027 0.084 1.206 -0.300 -0.40
H 0.9163 0.0052 -2.4210 0.105 0.077 0.060 0.08
N 1.7510 0.2274 -0.7400 -0.001 -0.326 0.005 -0.13
H 2.2763 0.2841 1.2701 -0.011 -0.020 -0.021 0.11
H -1.1909 -0.7010 -1.3389 0.262 0.066 0.030 0.06
O 0.9340 -2.0168 0.6393 0.043 -0.158 -0.207 -0.06
H -0.1377 -0.7905 1.8609 -0.090 -0.061 -0.049 0.11
H 0.8832 1.3277 0.7749 -0.053 0.007 -0.015 0.10
C -1.7770 0.7888 0.1542 0.129 0.049 0.020 -0.16
H -1.6537 0.9636 1.2276 -0.001 -0.029 -0.027 0.07